# 1
Here is a structure of composition C24H28N5O9SV from the Open Molecules 2025 dataset. Energies are from ωB97M-V/def2-TZVPD.

Values from the calculation:
LUMO energy (alpha / beta)   -9.15 / -9.18 eV
Relative energy (zero: lowest compared OMol25 entry of this formula, charge and spin)   31.0 kcal/mol
Total charge   +2
Highest occupied orbital energy (alpha / beta)   -13.53 / -13.53 eV
Gap between HOMO and LUMO (alpha / beta)   0.161 / 0.160 Eh

Geometry (Å):
V -0.759 0.019 0.050
C -0.351 -0.816 3.056
O 0.200 -0.114 1.893
C 1.688 -0.079 1.891
C 2.227 -1.299 1.220
O 1.869 -1.277 -0.167
C 2.765 -0.473 -0.970
H 0.186 -0.463 3.925
H -0.222 -1.887 2.942
H -1.390 -0.563 3.147
H 2.018 -0.004 2.918
H 1.960 0.829 1.370
H 1.816 -2.207 1.659
H 3.307 -1.323 1.350
H 2.645 0.588 -0.754
H 2.523 -0.653 -2.012
H 3.796 -0.766 -0.784
O -0.023 -0.031 -3.406
S -0.640 0.688 -2.370
O -1.718 -0.131 -1.607
O 0.386 0.550 -1.023
O -0.962 2.055 -2.465
C -4.597 -2.170 0.391
N -3.224 -2.668 0.066
C -3.003 -3.841 -0.626
C -1.773 -4.225 -1.012
C -0.677 -3.378 -0.691
N -0.907 -2.241 0.030
C -2.162 -1.930 0.341
O -2.276 -0.744 0.894
N 0.568 -3.630 -0.999
H -5.282 -3.003 0.299
H -4.871 -1.376 -0.294
H -4.616 -1.793 1.404
H -3.885 -4.428 -0.842
H -1.629 -5.152 -1.553
H 0.815 -4.441 -1.542
H 1.291 -2.968 -0.699
O 0.694 2.631 0.841
C -0.474 2.812 0.586
N -1.177 3.928 0.381
C -2.625 3.777 0.088
C -2.728 2.237 0.056
O -3.663 1.574 -0.224
N -1.410 1.686 0.451
C -3.030 4.342 -1.274
C -4.364 4.290 -1.644
C -4.772 4.838 -2.851
C -3.847 5.434 -3.696
C -2.517 5.479 -3.333
C -2.107 4.927 -2.121
C -3.458 4.320 1.263
C -3.992 5.595 1.202
C -4.654 6.131 2.305
C -4.788 5.390 3.468
C -4.252 4.112 3.536
C -3.585 3.586 2.440
H -0.751 4.828 0.541
H -5.090 3.821 -0.988
H -5.820 4.806 -3.128
H -4.165 5.857 -4.641
H -1.789 5.950 -3.985
H -1.055 4.957 -1.854
H -3.892 6.184 0.298
H -5.065 7.133 2.248
H -5.305 5.809 4.324
H -4.356 3.526 4.445
H -3.169 2.581 2.517

---

# 2
Here is an isolated molecule of C24H28O3 from the Open Molecules 2025 dataset. Energies are from ωB97M-V/def2-TZVPD.

Values from the calculation:
LUMO energy   0.45 eV
Relative energy (zero: lowest compared OMol25 entry of this formula, charge and spin)   0.0 kcal/mol
Structure (SMILES)   CCOC(=O)[C@@](C)(C(C)=O)[C@H](/C=C/c1ccc(C)cc1)c1ccc(C)cc1
Total charge   0
Highest occupied orbital energy   -8.28 eV
Gap between HOMO and LUMO   0.321 Eh

Geometry (Å):
C 3.582 1.256 -4.523
C 2.126 0.851 -4.452
O 1.660 0.968 -3.071
C 0.468 0.375 -2.837
O -0.026 -0.402 -3.647
C -0.172 0.697 -1.440
C 0.740 1.668 -0.711
C -1.589 1.278 -1.844
C -2.192 2.417 -1.045
O -2.223 0.789 -2.767
C -0.331 -0.585 -0.641
C -0.786 -0.276 0.790
C -2.044 0.063 1.155
C -2.503 0.331 2.514
C -3.843 0.749 2.742
C -4.253 1.219 3.989
C -3.389 1.180 5.090
C -3.849 1.637 6.443
C -2.095 0.682 4.899
C -1.664 0.233 3.648
C 0.953 -1.462 -0.675
C 1.173 -2.190 -1.848
C 2.284 -2.999 -2.042
C 3.184 -3.205 -0.993
C 4.394 -4.056 -1.212
C 2.896 -2.616 0.239
C 1.809 -1.749 0.401
H 3.894 1.259 -5.572
H 3.756 2.258 -4.117
H 4.226 0.540 -3.996
H 1.500 1.533 -5.046
H 1.994 -0.181 -4.806
H 1.774 1.301 -0.815
H 0.643 2.678 -1.112
H 0.505 1.676 0.349
H -1.892 2.369 0.010
H -1.878 3.387 -1.472
H -3.287 2.361 -1.109
H -1.125 -1.168 -1.120
H -0.066 -0.533 1.559
H -2.808 0.117 0.371
H -4.558 0.723 1.923
H -5.248 1.633 4.132
H -3.096 1.416 7.205
H -4.052 2.713 6.472
H -4.777 1.133 6.731
H -1.414 0.659 5.751
H -0.663 -0.182 3.527
H 0.454 -2.116 -2.648
H 2.438 -3.458 -3.016
H 4.970 -4.148 -0.286
H 4.136 -5.063 -1.567
H 5.049 -3.608 -1.973
H 3.556 -2.847 1.080
H 1.658 -1.305 1.388

---

Calculated energy (eV), listed in the same order as above: -87728.9277, -31484.3268
Calculated max |F| (eV/A), listed in the same order as above: 3.70, 2.32